The following is a quantum chemistry calculation of C17H12Cl2CuN3OS2 as an isolated structure, from the OMol25 dataset.

```
! RIJCOSX wB97M-V def2-TZVPD def2/J DEFGRID3
* xyz 0 1
Cu -7.616 -5.057 -12.120
C -8.737 -2.312 -13.712
C -8.712 -3.538 -14.329
N -8.402 -4.781 -13.758
C -8.803 -5.846 -14.628
C -9.386 -5.410 -15.751
S -9.535 -3.716 -15.843
C -8.562 -7.263 -14.347
C -8.937 -8.225 -15.276
S -8.553 -9.812 -14.796
C -7.810 -9.143 -13.344
N -7.933 -7.819 -13.225
C -7.430 -9.960 -12.240
H -8.727 -2.329 -12.629
H -9.353 -1.547 -14.222
H -7.817 -1.627 -13.371
H -9.759 -6.073 -16.544
H -9.383 -8.110 -16.285
H -7.798 -10.982 -12.202
H -7.543 -9.414 -11.327
H -6.372 -10.513 -12.088
Cl -6.673 -0.686 -9.598
C -6.313 -2.285 -9.159
C -5.729 -2.600 -7.922
C -5.447 -3.906 -7.540
Cl -4.747 -4.180 -6.006
C -5.762 -4.977 -8.419
C -5.528 -6.345 -8.151
C -5.898 -7.315 -9.089
C -6.554 -6.941 -10.253
N -6.791 -5.640 -10.532
C -6.414 -4.651 -9.648
C -6.707 -3.325 -10.069
O -7.309 -3.096 -11.192
H -5.426 -1.798 -7.254
H -5.058 -6.679 -7.221
H -5.715 -8.361 -8.888
H -6.883 -7.652 -11.069
*
```

Results
- energy above the lowest of the compared OMol25 structures with the same formula, charge and spin (kcal per mole) = 0.0
- electronic energy (eV) = -115695.5182
- highest occupied orbital energy (eV) = -6.799

natural (NBO) population analysis, charges in e, atoms 1 to 4:
1 Cu 0.81
2 C -0.78
3 C 0.10
4 N -0.59


The following is a quantum chemistry calculation of one molecule with the formula C6H4FN, from the OMol25 dataset.

```
! RIJCOSX wB97M-V def2-TZVPD def2/J DEFGRID3
* xyz 0 1
N -1.071 1.365 2.906
C -0.757 0.812 1.934
C -0.357 0.148 0.731
C -0.688 -1.091 0.352
C -0.088 -1.411 -0.942
C 0.602 -0.319 -1.312
F 1.323 -0.186 -2.427
C 0.534 0.785 -0.309
H -1.313 -1.777 0.906
H -0.214 -2.357 -1.474
H 1.523 1.026 0.085
H 0.121 1.678 -0.736
*
```

Results
- energy above the lowest of the compared OMol25 structures with the same formula, charge and spin (kcal per mole) = 0.0
- SMILES string = N#CC1=CC=C(F)C1
- electronic energy (eV) = -10493.0756
- highest occupied orbital energy (eV) = -9.178

natural (NBO) population analysis, charges in e, atoms 1 to 4:
1 N -0.31
2 C 0.27
3 C -0.15
4 C -0.12


The following is a quantum chemistry calculation of a 10-piece molecular cluster, C47H112ClNO13 overall, from the OMol25 dataset.

```
! RIJCOSX wB97M-V def2-TZVPD def2/J DEFGRID3
* xyz 0 1
C 0.600 6.025 -3.007
C -0.746 5.427 -3.451
C -1.814 5.511 -2.347
O -2.484 4.283 -2.117
C -1.742 3.365 -1.362
O -1.953 2.065 -1.857
C -3.181 1.796 -2.425
Cl -4.532 1.848 -1.245
C -2.036 3.553 0.155
N -0.965 4.430 0.627
C -1.240 5.394 1.410
C -2.467 5.490 2.271
C -0.208 6.494 1.529
O -2.192 2.358 0.863
C -0.988 1.644 1.128
C -0.377 1.980 2.498
C -0.323 0.805 3.490
C 1.059 0.653 4.134
C 2.131 0.019 3.246
C 1.878 -1.444 2.859
C 0.981 -1.613 1.606
C 1.650 -2.377 0.456
C 2.413 -1.418 -0.482
C 3.918 -1.305 -0.180
O 4.728 -1.443 -1.328
C 5.024 -0.228 -1.986
H 0.790 5.834 -1.952
H 1.421 5.636 -3.604
H 0.588 7.108 -3.133
H -0.611 4.390 -3.749
H -1.083 6.012 -4.304
H -2.590 6.217 -2.638
H -1.364 5.902 -1.435
H -0.679 3.566 -1.513
H -3.159 0.765 -2.759
H -3.424 2.430 -3.271
H -3.005 4.052 0.214
H -2.449 6.380 2.894
H -2.579 4.610 2.893
H -3.367 5.577 1.655
H -0.394 7.171 2.355
H 0.777 6.035 1.614
H -0.202 7.055 0.595
H -1.262 0.588 1.096
H -0.267 1.784 0.321
H 0.641 2.332 2.320
H -0.927 2.818 2.916
H -1.015 1.025 4.305
H -0.658 -0.120 3.028
H 1.405 1.666 4.361
H 1.007 0.114 5.080
H 2.321 0.635 2.363
H 3.059 0.055 3.825
H 1.414 -1.930 3.717
H 2.844 -1.906 2.658
H 0.657 -0.632 1.262
H 0.069 -2.129 1.916
H 2.325 -3.126 0.866
H 0.873 -2.869 -0.120
H 1.965 -0.427 -0.430
H 2.324 -1.772 -1.508
H 4.208 -2.107 0.499
H 4.146 -0.366 0.334
H 5.933 -0.364 -2.562
H 5.196 0.580 -1.271
H 4.207 0.060 -2.652
C -5.774 -0.823 1.763
C -5.292 -0.751 3.202
C -5.684 0.558 3.871
O -3.878 -0.934 3.257
H -5.324 -0.024 1.168
H -5.472 -1.770 1.317
H -6.860 -0.736 1.693
H -5.714 -1.588 3.762
H -5.228 1.400 3.342
H -5.330 0.584 4.903
H -6.766 0.697 3.871
H -3.467 -0.208 2.772
C -1.717 -5.250 -3.238
C -1.556 -5.057 -1.739
C -1.724 -3.599 -1.339
O -0.275 -5.536 -1.318
H -0.957 -4.682 -3.783
H -1.591 -6.294 -3.506
H -2.702 -4.920 -3.574
H -2.292 -5.667 -1.218
H -0.962 -2.979 -1.823
H -1.603 -3.482 -0.261
H -2.706 -3.219 -1.622
H 0.395 -5.016 -1.773
C -7.999 2.614 -4.672
C -8.376 1.364 -3.891
C -9.416 1.668 -2.822
O -7.218 0.777 -3.304
H -7.561 3.359 -4.002
H -7.256 2.377 -5.434
H -8.869 3.058 -5.159
H -8.769 0.611 -4.576
H -9.017 2.388 -2.102
H -9.676 0.762 -2.275
H -10.325 2.085 -3.259
H -6.840 1.417 -2.689
C -2.938 -0.944 6.635
C -3.272 -0.972 8.118
C -3.313 -2.394 8.655
O -4.517 -0.313 8.358
H -3.700 -1.475 6.059
H -2.914 0.080 6.264
H -1.972 -1.407 6.431
H -2.530 -0.399 8.675
H -4.086 -2.970 8.139
H -3.553 -2.395 9.719
H -2.357 -2.899 8.513
H -5.198 -0.797 7.880
C -1.203 3.502 7.276
C -1.149 4.341 6.012
C -1.431 5.807 6.305
O -2.072 3.843 5.041
H -2.199 3.559 7.721
H -0.999 2.455 7.050
H -0.477 3.848 8.013
H -0.165 4.243 5.550
H -2.434 5.924 6.724
H -1.385 6.397 5.388
H -0.712 6.215 7.016
H -2.960 3.909 5.411
C -1.147 -5.891 -8.025
C -0.427 -6.844 -7.082
C -0.241 -8.217 -7.711
O -1.136 -6.951 -5.849
H -2.144 -6.273 -8.260
H -1.268 -4.913 -7.560
H -0.598 -5.767 -8.960
H 0.547 -6.429 -6.820
H -1.213 -8.664 -7.937
H 0.278 -8.884 -7.023
H 0.333 -8.156 -8.637
H -2.007 -7.315 -6.040
C -3.433 -8.293 0.441
C -4.315 -8.344 -0.798
C -4.818 -9.756 -1.063
O -3.607 -7.846 -1.932
H -2.552 -8.926 0.306
H -3.082 -7.276 0.621
H -3.971 -8.636 1.326
H -5.165 -7.673 -0.669
H -3.975 -10.430 -1.239
H -5.449 -9.776 -1.952
H -5.392 -10.138 -0.219
H -2.842 -8.413 -2.077
C 8.360 1.648 -0.815
C 8.840 1.087 -2.145
C 10.213 1.626 -2.509
O 7.899 1.376 -3.182
H 8.272 2.737 -0.873
H 7.378 1.250 -0.562
H 9.052 1.403 -0.009
H 8.880 -0.001 -2.087
H 10.176 2.715 -2.618
H 10.545 1.213 -3.462
H 10.957 1.383 -1.750
H 7.839 2.334 -3.262
C 15.762 3.185 -2.733
C 14.500 2.358 -2.928
C 13.591 2.964 -3.986
O 13.801 2.223 -1.690
H 15.506 4.193 -2.395
H 16.401 2.734 -1.974
H 16.330 3.268 -3.661
H 14.773 1.344 -3.220
H 13.270 3.965 -3.685
H 12.696 2.356 -4.111
H 14.097 3.042 -4.949
H 13.546 3.105 -1.401
*
```

Results
- SMILES string = CCCO[C@H](OCCl)[C@H](N=C(C)C)OCCCCCCCCCCOC.CC(C)O.CC(C)O.CC(C)O.CC(C)O.CC(C)O.CC(C)O.CC(C)O.CC(C)O.CC(C)O
- electronic energy (eV) = -91183.1718
- highest occupied orbital energy (eV) = -9.201

Löwdin population analysis, charges in e, atoms 1 to 4:
1 C -0.10
2 C -0.20
3 C -0.19
4 O -0.09


The following is a quantum chemistry calculation of an isolated ion of composition C5H10N3 and charge +1, from the OMol25 dataset.

```
! RIJCOSX wB97M-V def2-TZVPD def2/J DEFGRID3
* xyz 1 1
C 2.068 1.004 -1.970
C 0.886 0.545 -1.254
C -0.414 0.484 -1.924
N -1.579 0.078 -1.342
N -2.023 -0.144 -0.180
C -1.487 -0.605 1.080
N -0.305 -0.411 1.496
C 0.098 -0.920 2.789
H 1.757 1.568 -2.805
H 2.682 0.222 -2.399
H 2.671 1.686 -1.360
H 0.761 0.277 -0.237
H -0.397 0.770 -2.885
H -2.997 -0.521 -0.139
H -2.311 -0.980 1.714
H 0.546 -0.046 3.426
H -0.652 -1.268 3.418
H 0.697 -1.738 2.570
*
```

Results
- energy above the lowest of the compared OMol25 structures with the same formula, charge and spin (kcal per mole) = 119.8
- SMILES string = C/C=C/N=[NH+]\C=N\C
- electronic energy (eV) = -9806.5533
- highest occupied orbital energy (eV) = -14.430

natural (NBO) population analysis, charges in e, atoms 1 to 4:
1 C -0.72
2 C 0.16
3 C -0.12
4 N -0.01


The following is a quantum chemistry calculation of C6H9N as an isolated structure, from the OMol25 dataset.

```
! RIJCOSX wB97M-V def2-TZVPD def2/J DEFGRID3
* xyz 0 1
C -1.491 1.106 -0.790
N -0.546 0.678 0.233
C -0.434 -0.811 0.482
C 0.502 -0.936 -0.755
C 0.879 0.467 -0.212
C 1.488 0.102 1.133
C 0.600 -0.772 1.603
H -2.341 1.578 -0.289
H -1.025 1.878 -1.411
H -1.884 0.322 -1.452
H -1.343 -1.402 0.614
H 0.000 -0.937 -1.724
H 1.273 -1.711 -0.730
H 1.358 1.239 -0.814
H 2.386 0.512 1.575
H 0.579 -1.313 2.537
*
```

Results
- energy above the lowest of the compared OMol25 structures with the same formula, charge and spin (kcal per mole) = 70.8
- electronic energy (eV) = -7855.0894
- highest occupied orbital energy (eV) = -8.485

natural (NBO) population analysis, charges in e, atoms 1 to 4:
1 C -0.43
2 N -0.42
3 C -0.10
4 C -0.40


The following is a quantum chemistry calculation of a 2-piece molecular cluster, C4H12 overall, from the OMol25 dataset.

```
! RIJCOSX wB97M-V def2-TZVPD def2/J DEFGRID3
* xyz 0 1
C -0.502 -0.478 2.394
C -0.422 -1.811 1.638
H 0.491 -0.020 2.428
H -1.093 0.183 1.766
H -0.939 -0.596 3.380
H -0.007 -1.704 0.633
H -1.424 -2.230 1.504
H 0.142 -2.588 2.158
C 0.402 1.817 -2.350
C 0.502 0.444 -1.684
H 1.352 2.111 -2.799
H -0.372 1.831 -3.115
H 0.125 2.568 -1.614
H -0.280 0.294 -0.947
H 1.486 0.267 -1.259
H 0.394 -0.359 -2.413
*
```

Results
- energy above the lowest of the compared OMol25 structures with the same formula, charge and spin (kcal per mole) = 2.4
- SMILES string = CC.CC
- electronic energy (eV) = -4342.4230
- highest occupied orbital energy (eV) = -11.788

natural (NBO) population analysis, charges in e, atoms 1 to 4:
1 C -0.61
2 C -0.60
3 H 0.20
4 H 0.20